(1)
# C18H41N2OP3RuS

C18H41N2OP3RuS as an isolated structure in a non-equilibrium geometry (ωB97M-V/def2-TZVPD, the OMol25 dataset).

XYZ file:
```
67
Properties=species:S:1:pos:R:3:forces:R:3:mulliken_charge:R:1
Ru 0.4956 0.6351 -0.8992 1.21 -4.62 0.05 -0.157
P 1.8461 0.6586 1.0216 2.46 1.19 1.76 1.232
P -1.4287 1.0950 0.0365 -5.57 0.49 2.33 1.622
P 1.2563 2.3518 -1.9086 2.01 2.49 -2.23 1.198
H -0.1501 -2.9337 2.3708 0.07 0.22 -0.46 0.548
C -0.6845 -2.3014 1.6419 0.13 1.75 0.11 -0.130
C -0.2780 -2.3483 0.2258 0.00 0.41 -0.19 -1.092
H 0.7876 -2.1916 0.0205 -0.25 -0.45 -0.27 0.441
C 1.9578 -0.4562 2.4843 -0.61 -0.55 -0.19 -1.287
C 1.7736 2.2604 1.9430 -0.08 0.00 -0.29 -1.363
C 3.6075 0.5254 0.4771 -0.21 -0.02 -0.18 -1.277
C -2.8238 0.0208 -0.5257 -0.03 -0.17 -0.34 -1.029
C -1.7245 1.1306 1.8478 0.42 0.12 0.53 -1.169
C -1.9667 2.7753 -0.4387 0.32 0.34 -0.40 -1.547
C 2.7707 1.7459 -2.7504 0.19 0.00 0.03 -1.259
C 1.7119 3.9004 -1.1018 -0.05 -0.24 0.23 -1.557
C 0.1488 2.8618 -3.2755 -0.29 0.07 0.16 -1.295
H -1.7513 -2.3325 1.8762 0.14 -0.20 -0.33 0.431
H -1.0043 -2.3977 -0.5936 0.44 -0.14 0.30 0.540
H 1.8957 -1.5025 2.1625 0.14 0.18 0.30 0.383
H 1.1817 -0.2523 3.2352 0.08 -0.12 -0.31 0.283
H 2.9367 -0.2733 2.9542 -0.31 0.04 -0.31 0.541
H 1.0010 2.1992 2.7243 0.32 0.11 -0.30 0.412
H 1.5590 3.0991 1.2669 0.12 -0.26 0.48 0.283
H 2.7541 2.4026 2.4264 -0.35 0.01 -0.16 0.422
H 3.6700 -0.3847 -0.1379 0.25 0.25 0.12 0.348
H 4.2847 0.4230 1.3429 -0.34 0.12 -0.37 0.512
H 3.9008 1.3958 -0.1258 -0.02 -0.29 0.20 0.371
H -3.6890 0.6462 -0.8096 0.37 -0.27 0.11 0.487
H -3.1291 -0.6607 0.2868 0.20 0.30 -0.34 0.364
H -2.4876 -0.5692 -1.3941 -0.36 0.22 0.31 0.019
H -2.4088 1.9545 2.0963 0.17 -0.18 -0.22 0.525
H -0.7839 1.3142 2.3714 -0.17 0.06 0.08 0.022
H -2.1463 0.2102 2.2761 0.13 0.07 -0.33 0.319
H -2.9381 3.0444 -0.0064 0.19 -0.28 0.04 0.521
H -2.0371 2.8400 -1.5251 -0.13 0.08 0.11 0.352
H -1.2191 3.5007 -0.1053 -0.17 0.02 0.04 0.427
H 2.4988 1.3114 -3.7239 0.17 0.21 0.34 0.520
H 3.2888 0.9833 -2.1475 -0.16 0.39 -0.33 0.264
H 3.4230 2.6200 -2.8770 0.01 -0.25 -0.17 0.433
H 1.8567 4.6327 -1.9112 0.07 -0.10 0.41 0.587
H 2.6434 3.7415 -0.5367 -0.34 0.31 -0.15 0.415
H 0.8891 4.2128 -0.4393 0.44 0.17 -0.24 0.388
H 0.5156 2.4276 -4.2155 -0.16 0.23 0.25 0.474
H 0.1905 3.9554 -3.3045 -0.09 -0.17 -0.22 0.436
H -0.8912 2.5469 -3.1136 0.42 0.17 -0.20 0.353
C -0.4055 -1.7840 -3.2904 -0.14 0.04 0.14 0.360
C -1.7113 -1.9993 -3.8053 -0.63 -1.02 -0.74 -0.162
C -2.0569 -3.2458 -4.3247 -0.30 1.45 0.54 -0.803
C -1.1445 -4.3093 -4.2754 -0.07 -0.07 -0.41 -0.291
C 0.1129 -4.1266 -3.6892 1.08 0.97 0.92 -0.770
C 0.4851 -2.8795 -3.1650 -0.25 -1.59 -0.20 -0.115
S 0.0787 -0.1618 -3.0602 -0.34 -0.36 -0.13 -0.272
H -0.3657 -1.2094 1.8146 -0.49 -1.35 0.71 -0.519
H -2.4155 -1.1734 -3.7673 0.03 -0.16 -0.34 0.467
H -3.0413 -3.3928 -4.7529 0.04 -0.01 0.06 0.444
H -1.4266 -5.2713 -4.7091 0.15 0.23 0.21 0.459
H 0.7980 -4.9691 -3.6264 -0.08 0.21 0.02 0.441
H 1.4134 -2.7357 -2.6248 0.13 -0.11 -0.34 0.416
N -1.3917 -2.8718 5.3662 -0.04 1.14 -0.03 -0.451
C -1.7144 -1.5550 5.0275 1.49 -1.10 1.52 0.606
N -0.9871 -0.6441 5.7868 -0.57 0.18 -0.63 -0.455
O -2.4400 -1.2599 4.1059 -0.24 0.38 -0.69 -0.620
H -1.0241 -3.0395 6.2983 -0.19 -0.09 -0.39 0.210
H -2.0485 -3.5421 5.0330 -0.35 -0.49 -0.08 0.270
H -1.3631 0.2939 5.7429 0.09 -0.12 0.22 0.253
H -0.6552 -0.9420 6.6942 -0.08 0.18 -0.13 0.220
```
Forces are in eV/Å.

<S²>: 8.7870
LUMO level (alpha / beta): -10.765 / -12.535 eV
Total charge: +3
ΔE to the lowest compared entry with this formula, charge and spin: 0.5227 eV
E_tot: -2411.23481 hartree
E_HOMO (alpha / beta): -16.293 / -16.676 eV
Multiplicity: 6

(2)
# C50H34F4IN5O2OsP

C50H34F4IN5O2OsP as an isolated structure in a non-equilibrium geometry (ωB97M-V/def2-TZVPD, the OMol25 dataset).

XYZ file:
```
98
Properties=species:S:1:pos:R:3:forces:R:3:mulliken_charge:R:1
Os -0.1564 0.2584 -0.2989 -0.17 1.48 0.60 2.092
I -2.5430 1.0703 0.5479 0.13 0.18 0.20 0.121
C -2.4457 2.3861 2.2199 0.56 -0.33 -0.61 0.588
C -3.7089 2.5238 2.7726 -0.18 0.13 0.26 -0.680
C -3.9093 3.3351 3.8800 -0.24 -0.29 -0.31 -0.998
C -2.8249 4.0066 4.4143 0.46 0.22 0.11 -0.744
C -1.5470 3.8999 3.8430 -0.17 -0.01 0.04 0.738
C -0.5166 4.6783 4.4149 -0.31 0.01 0.12 -0.787
C 0.7521 4.6901 3.8701 0.39 -0.13 -0.30 -1.256
C 1.0073 3.8997 2.7660 0.09 0.47 0.46 -0.531
C 0.0438 3.0489 2.1916 -0.38 -0.25 -0.20 1.583
P 0.7796 2.1640 0.7421 0.54 -0.58 -0.97 0.730
C 0.9689 3.5900 -0.3636 -0.01 0.05 0.27 1.242
C 2.1435 4.3426 -0.4469 -0.06 0.03 0.02 -0.347
C 2.1906 5.4502 -1.2777 0.08 0.02 0.02 -0.855
C 1.0676 5.8363 -1.9988 -0.02 -0.05 0.03 -0.684
C -0.1158 5.1167 -1.8824 -0.05 0.05 0.00 -0.433
C -0.1651 3.9942 -1.0759 -0.03 0.00 0.07 -0.842
C 2.4052 1.6360 1.3467 -0.06 0.20 0.29 0.267
C 2.5571 1.2273 2.6755 -0.02 0.11 -0.11 -0.389
C 3.7887 0.7837 3.1285 -0.03 -0.04 0.04 -0.882
C 4.8740 0.7467 2.2623 0.00 -0.02 -0.01 -0.806
C 4.7163 1.1071 0.9304 -0.01 -0.05 0.03 -0.887
C 3.4798 1.5310 0.4639 -0.08 -0.01 -0.10 -0.509
C -1.2929 3.0631 2.7018 -0.06 0.08 0.11 0.178
H -4.5508 1.9960 2.3432 -0.02 0.00 0.03 0.514
H -4.8996 3.4332 4.3040 0.02 0.02 0.04 0.452
H -2.9477 4.6415 5.2835 -0.04 -0.01 -0.01 0.485
H -0.7528 5.2924 5.2762 0.03 0.00 0.00 0.495
H 1.5372 5.3050 4.2888 -0.04 0.02 0.02 0.517
H 1.9999 3.9395 2.3388 -0.02 -0.06 -0.03 0.427
H 3.0185 4.0726 0.1283 0.04 -0.03 -0.03 0.476
H 3.1060 6.0219 -1.3523 0.00 -0.01 -0.02 0.504
H 1.1146 6.6999 -2.6483 -0.01 0.02 0.02 0.449
H -0.9979 5.4288 -2.4252 0.02 -0.02 -0.03 0.485
H -1.0856 3.4258 -1.0118 0.00 -0.01 -0.04 0.062
H 1.7104 1.2562 3.3538 0.06 0.00 0.06 0.448
H 3.9045 0.4720 4.1583 0.01 0.02 0.00 0.528
H 5.8427 0.4289 2.6242 0.00 0.00 0.00 0.481
H 5.5604 1.0659 0.2551 -0.02 -0.03 -0.03 0.525
H 3.3548 1.7568 -0.5880 0.03 0.13 0.01 0.592
C 2.0688 -0.1746 -8.1780 0.02 0.11 -0.15 -1.518
C 1.7931 0.0056 -6.7207 -0.05 0.04 0.17 0.707
C 1.8578 -1.0613 -5.8354 -0.05 -0.02 0.19 -0.740
C 1.5338 -0.9369 -4.4888 0.14 0.07 -0.21 0.694
C 1.5293 -2.2085 -3.6879 -0.06 -0.15 0.09 -1.857
C 1.1419 0.3308 -4.0061 0.01 0.00 0.26 0.299
C 1.1010 1.4405 -4.8770 0.00 -0.02 -0.35 0.851
C 0.8046 2.8465 -4.4361 0.10 0.06 -0.01 -1.548
C 1.4307 1.2501 -6.2111 -0.07 0.06 0.22 -0.795
C 0.7371 0.4792 -2.6046 0.29 0.15 -1.08 1.083
O 1.3921 -0.0621 -1.6298 -0.27 0.07 0.75 -0.786
O -0.3088 1.1105 -2.2259 -0.11 -0.36 0.60 -0.867
H 2.4578 -1.1657 -8.3984 0.02 0.01 0.00 0.379
H 2.7725 0.5745 -8.5431 0.05 -0.04 0.04 0.387
H 1.1504 -0.0324 -8.7517 -0.02 -0.05 0.03 0.325
H 2.1544 -2.0360 -6.2046 -0.05 -0.01 -0.01 0.425
H 0.7099 -2.8412 -4.0331 -0.04 -0.04 0.02 0.390
H 1.4270 -2.0589 -2.6181 0.03 -0.03 -0.01 0.098
H 2.4443 -2.7735 -3.8657 0.03 0.05 0.02 0.466
H 1.7388 3.4131 -4.3887 -0.02 0.01 0.04 0.377
H 0.3201 2.9001 -3.4700 -0.02 0.04 0.01 -0.118
H 0.1712 3.3450 -5.1693 -0.03 -0.01 0.02 0.491
H 1.4035 2.1074 -6.8738 0.00 -0.01 -0.02 0.490
C 1.8217 -4.2797 3.6911 0.05 -0.02 0.02 -1.541
C 1.3843 -3.0998 2.8891 -0.05 0.09 -0.11 0.917
C 0.1228 -2.5232 3.0539 0.04 0.03 0.03 -1.011
C -0.2790 -1.4832 2.2453 -0.04 0.04 0.08 -0.282
N 0.5081 -0.9707 1.2843 0.08 -0.11 -0.21 0.359
C 1.7384 -1.4974 1.1308 0.12 0.00 0.00 -0.334
C 2.1994 -2.5373 1.9052 -0.05 -0.06 0.12 -1.127
H 1.2517 -4.3745 4.6126 0.00 -0.01 0.00 0.415
H 2.8831 -4.2299 3.9297 0.00 0.03 0.00 0.414
H 1.6716 -5.1880 3.1019 -0.01 -0.01 0.03 0.309
H -0.5561 -2.8853 3.8150 0.01 -0.01 0.00 0.527
H -1.2586 -1.0405 2.3679 -0.01 -0.03 -0.06 0.321
H 2.3635 -1.0653 0.3591 -0.05 0.00 -0.02 0.452
H 3.1976 -2.9191 1.7363 0.00 0.02 -0.04 0.555
F -3.2217 -2.1659 0.7994 -0.09 -0.03 0.03 -0.065
C -3.5116 -3.4823 0.8110 -0.02 -0.03 0.09 0.296
C -4.4407 -3.9377 1.7112 0.03 -0.11 -0.04 0.201
F -5.0038 -3.0460 2.5140 -0.01 0.08 0.02 -0.305
C -4.7875 -5.3013 1.7899 0.25 0.08 -0.28 0.396
C -4.1223 -6.1545 0.8974 -0.17 0.04 0.22 0.290
C -3.1832 -5.6851 -0.0094 0.13 0.11 -0.14 0.181
F -2.5749 -6.5515 -0.7927 -0.07 -0.01 0.02 -0.277
C -2.8559 -4.3256 -0.0910 0.01 0.00 0.03 0.459
C -1.9030 -3.8189 -1.0513 -0.07 -0.40 -0.29 0.368
C -1.4145 -2.5091 -1.0160 0.27 0.58 -0.10 0.837
N -0.9598 -1.4455 -1.0144 -0.56 -1.39 -0.26 -0.368
C -1.4057 -4.5724 -2.1394 -0.04 0.07 0.09 -0.629
N -0.9718 -5.1077 -3.0649 0.05 -0.02 -0.02 -0.381
F -4.3569 -7.4484 0.9066 0.01 0.00 -0.03 -0.266
C -5.7634 -5.7939 2.7464 -0.26 -0.21 0.24 0.619
C -6.1707 -7.1406 2.7984 0.09 0.02 -0.07 -0.065
N -6.5206 -8.2380 2.8865 -0.03 0.01 0.00 -0.376
C -6.3532 -4.9608 3.7198 0.08 0.10 0.00 -0.033
N -6.8219 -4.2957 4.5384 -0.01 -0.02 -0.02 -0.434
```
Forces are in eV/Å.

<S²>: 6.0729
LUMO level (alpha / beta): -9.094 / -12.116 eV
Total charge: +3
E_tot: -3478.13586 hartree
E_HOMO (alpha / beta): -14.763 / -14.868 eV
Multiplicity: 5

Number 1: molar mass 527.60 g mol⁻¹. Number 2: molar mass 1160.95 g mol⁻¹.